19
Properties=species:S:1:pos:R:3 method="wB97M-V/def2-TZVPD" e_homo_ev=-9.00 molar_mass_g_mol=122.2 fmax_ev_per_a=9.262 gap_ha=0.3641
C 1.497 1.652 -1.526
C 1.326 0.850 -0.239
C 0.614 -0.567 -0.387
C 0.740 -1.065 0.969
C 0.383 -0.059 1.624
C -0.097 0.952 0.680
C -1.888 -0.344 -0.200
H 0.445 2.054 -1.843
H 1.902 0.974 -2.486
H 2.398 2.612 -1.420
H 2.233 0.588 0.546
H 0.852 -1.271 -1.029
H 0.660 -2.227 1.251
H 0.094 -0.202 2.758
H -0.806 1.672 1.007
H -2.929 0.338 -0.167
H -1.130 -2.165 -0.218
N -0.735 0.190 -0.454
N -2.003 -1.745 -0.108